(1)
Density functional theory data (wB97M-V/def2-TZVPD) for a 4-piece molecular cluster, C22H40NO10P overall at a distorted geometry.

XYZ file:
```
74
Properties=species:S:1:pos:R:3:mulliken_charge:R:1
C -4.56934 -0.87820 1.50820 -0.4728
O -3.49724 -1.68143 1.01221 -0.3347
C -2.67150 -0.99455 0.11092 -1.0936
C -1.25638 -0.80706 0.62483 0.9765
C -0.79330 -1.44195 1.74323 -0.5127
C 0.48685 -1.25402 2.23873 0.7390
P 1.12702 -2.06778 3.73338 0.4863
O 1.48379 -1.09932 4.79531 -0.6362
C 1.30506 -0.41584 1.52804 0.4422
C 0.84237 0.20497 0.37417 0.2364
C -0.42703 0.04439 -0.09153 -1.0412
C 2.01894 1.01690 -0.16067 -0.3014
O 2.21950 1.33357 -1.30165 -0.4586
N 2.87174 1.26449 0.98684 -0.3829
C 2.74201 0.02614 1.74769 -0.1211
O 3.64010 -0.48179 2.35785 -0.4954
H -5.33075 -1.55700 1.89627 0.2683
H -4.18173 -0.21807 2.29439 0.0306
H -5.03109 -0.27552 0.71514 0.3247
H -3.04594 0.00658 -0.14850 0.5241
H -2.60939 -1.54191 -0.84120 0.1946
H -1.43745 -2.12383 2.29292 0.3999
H 0.13893 -2.98325 4.17685 0.0711
H 2.26981 -2.79693 3.33104 0.1039
H -0.75476 0.57231 -0.98137 0.6314
H 2.41904 2.05608 1.44233 0.3715
C 4.54296 4.32522 -5.16612 -0.7430
O 4.18299 3.00602 -4.79845 -0.3942
C 3.14287 2.96379 -3.82663 -0.3032
C 1.80278 2.65514 -4.45952 -0.2431
O 1.36965 3.70497 -5.31784 -0.3927
C 1.59994 3.42714 -6.68742 -0.7312
H 5.14328 4.26923 -6.07352 0.2515
H 3.66560 4.94563 -5.36428 0.3207
H 5.14372 4.78600 -4.37442 0.3215
H 3.09973 3.90166 -3.26427 0.2824
H 3.39051 2.16574 -3.12884 0.2597
H 1.05447 2.56204 -3.66746 0.1838
H 1.84147 1.70504 -5.00131 0.3046
H 0.85899 2.70863 -7.05533 0.3208
H 2.60446 3.03506 -6.86050 0.3267
H 1.48847 4.35850 -7.24163 0.2479
C -3.31561 2.60507 3.60457 -0.9136
O -3.00754 1.24278 3.84586 -0.2967
C -1.63996 1.03602 4.19016 0.4361
C -1.45832 0.85718 5.68202 -0.7594
O -1.76963 2.05029 6.39219 -0.3931
C -3.05931 2.02476 6.97745 -0.6733
H -4.40014 2.70935 3.60281 0.2503
H -2.90239 3.25668 4.37717 0.4194
H -2.93027 2.91079 2.62512 0.3190
H -1.01912 1.85725 3.81848 0.3869
H -1.32344 0.12144 3.68817 -0.3318
H -0.40786 0.62855 5.88123 0.3103
H -2.06166 0.02033 6.04807 0.3975
H -3.05285 1.39510 7.87364 0.3243
H -3.81684 1.65832 6.28067 0.2568
H -3.31582 3.04300 7.26799 0.2439
C -1.54113 -3.98251 -2.35651 -0.9984
O -0.60446 -3.24740 -1.58482 -0.1122
C 0.22865 -4.07975 -0.78992 -0.0442
C 1.59558 -4.26443 -1.41571 -0.6590
O 1.51976 -4.99200 -2.63202 -0.4017
C 1.57971 -4.15923 -3.77866 -0.6895
H -1.95425 -3.31288 -3.11022 0.2312
H -1.07421 -4.83121 -2.86034 0.4780
H -2.35608 -4.34031 -1.71773 0.3109
H -0.24987 -5.04699 -0.60939 0.4136
H 0.35155 -3.57833 0.17634 -0.0108
H 2.21912 -4.84859 -0.73174 0.3878
H 2.08261 -3.29685 -1.57324 0.3110
H 2.60867 -3.82495 -3.94658 0.3302
H 0.92490 -3.29000 -3.68611 0.2642
H 1.25906 -4.74826 -4.63684 0.2502
```

E_tot = -2010.625841 Ha
SMILES = COCc1cc([PH2]=O)c2c(c1)C(=O)NC2=O.COCCOC.COCCOC.COCCOC

(2)
Density functional theory data (wB97M-V/def2-TZVPD) for a 3-piece molecular cluster, C22H41Cl2FNO12Si overall at a distorted geometry.

XYZ file:
```
80
Properties=species:S:1:pos:R:3:mulliken_charge:R:1
C -2.23557 6.19969 3.73207 -0.9335
C -1.17557 6.14672 2.61440 -0.1651
C -0.07693 5.17252 2.96513 -0.8951
O -0.61247 3.84544 3.09451 -0.2376
C -0.24916 2.92392 2.17214 0.9634
Cl -0.59109 3.52401 0.49636 -0.1205
O 1.11621 2.69190 2.24317 -0.4661
C 1.48736 1.33020 2.28676 -0.9022
C 0.62839 0.57036 1.30331 0.1561
Cl 1.42331 -0.95985 0.89634 -0.0921
N -0.76283 0.39026 1.86736 0.7253
C -1.67975 -0.09026 0.76960 -1.4387
C -1.97884 0.84848 -0.37880 0.1316
O -2.92349 0.11638 -1.13395 -0.3735
Si -3.66566 0.96659 -2.39145 0.5611
C -4.46703 2.55619 -1.80691 -1.1467
C -5.00519 -0.16198 -3.05306 -1.1540
C -2.46605 1.35909 -3.77299 -1.1244
C -0.72137 -0.72996 2.87742 -0.4573
C -1.94206 -0.71489 3.77576 0.2438
O -2.00588 -0.16662 4.85192 -0.4079
F -2.96778 -1.40737 3.26040 -0.2323
C -1.12218 1.69283 2.56722 -0.9531
C -2.60813 2.04257 2.56651 -1.1983
C -3.23444 2.29176 3.93301 -0.0941
O -4.44903 2.21285 4.04676 -0.5884
O -2.39815 2.58860 4.94579 -0.4496
H -1.92029 5.57620 4.55977 0.1394
H -2.41515 7.20763 4.06892 0.3436
H -3.18274 5.80238 3.39121 0.2952
H -0.76279 7.12571 2.41935 0.4799
H -1.67856 5.80887 1.71773 0.1056
H 0.78154 5.23452 2.31065 0.4434
H 0.27571 5.44395 3.95252 0.4317
H 1.36619 0.96412 3.30375 0.2869
H 2.52129 1.22739 2.01021 0.5500
H 0.57235 1.12168 0.38149 0.4030
H -1.25835 -0.99091 0.34787 0.6358
H -2.62948 -0.38877 1.18570 0.4610
H -1.10147 1.03195 -0.99106 0.2195
H -2.42110 1.78302 -0.05709 -0.0924
H -3.69809 3.29842 -1.60336 0.3061
H -5.08716 2.44895 -0.92645 0.3342
H -5.05918 2.95554 -2.62047 0.4513
H -4.69187 -0.72687 -3.91947 0.3535
H -5.81878 0.48680 -3.36263 0.3520
H -5.41106 -0.80310 -2.28227 0.3106
H -1.64334 1.97412 -3.41927 0.3284
H -2.97888 1.91399 -4.54817 0.3968
H -2.08324 0.43059 -4.17600 0.3228
H -0.74155 -1.67564 2.36063 0.5597
H 0.16324 -0.68766 3.48835 0.6800
H -0.84311 1.56311 3.60546 0.6930
H -3.25535 1.29282 2.13316 0.3836
H -2.78359 2.95217 2.00834 1.0575
H -2.78712 3.30009 5.45959 0.4010
C 6.53084 -2.43189 -4.38434 -0.6190
O 6.50144 -2.52218 -2.95561 -0.3587
C 5.29341 -2.43663 -2.42391 0.8725
O 4.25971 -2.29118 -3.02327 -0.6082
O 5.40931 -2.54423 -1.10194 -0.3709
C 4.16363 -2.53132 -0.41561 -0.6444
H 7.57309 -2.51682 -4.67318 0.2334
H 5.96328 -3.24519 -4.83123 0.2739
H 6.13849 -1.47311 -4.71588 0.2979
H 3.54922 -3.37722 -0.72382 0.3154
H 3.63985 -1.59569 -0.59932 0.2391
H 4.39066 -2.61878 0.64391 0.3642
C 2.36432 -4.88784 -3.95085 -0.2462
O 2.81132 -6.23162 -4.14014 -0.3199
C 3.31580 -6.78092 -3.04055 0.8192
O 3.41157 -6.24355 -1.96718 -0.5517
O 3.69799 -8.01806 -3.32933 -0.3347
C 4.26788 -8.73366 -2.23041 -0.6266
H 1.97748 -4.54323 -4.90514 0.2151
H 1.56820 -4.85210 -3.20863 0.2870
H 3.18868 -4.24949 -3.64807 -0.0279
H 3.54535 -8.83690 -1.42378 0.2894
H 5.16356 -8.23279 -1.86945 0.2961
H 4.53017 -9.71607 -2.60951 0.2210
```

Charge = +1
E_tot = -3130.077823 Ha

(3)
Density functional theory data (wB97M-V/def2-TZVPD) for C22H41ClDyNOP3 as an isolated structure at a distorted geometry.

XYZ file:
```
70
Properties=species:S:1:pos:R:3:lowdin_spin:R:1
Dy 0.17873 0.68220 -0.00536 5.3516
P 2.05741 -1.89161 0.59303 -0.0258
P -0.26180 -0.35340 -2.54595 -0.0447
P -1.14604 -1.43940 1.41514 -0.1539
H 0.86558 2.74003 1.78198 0.0004
C 0.62881 1.79925 2.34443 -0.0016
C 1.61687 0.90647 2.65998 0.0058
H 2.60805 0.99018 2.19148 0.0004
C 3.89220 -1.92020 0.38837 -0.0083
C 1.70743 -3.34959 -0.46590 -0.0001
C 2.09684 -2.78390 2.22076 0.0002
C -1.44840 0.93967 -3.07548 -0.0047
C 0.81472 -0.48785 -4.03349 -0.0080
C -1.27824 -1.86647 -2.77799 -0.0112
C -1.07490 -1.47099 3.24923 -0.0246
C -1.48223 -3.19584 1.05951 -0.0261
C -2.81724 -0.75311 1.16990 -0.0228
H -0.35587 1.77551 2.84351 0.0000
H 1.46380 0.01563 3.27818 0.0005
H 4.33872 -1.11003 0.96936 0.0000
H 4.17735 -1.79700 -0.65778 -0.0001
H 4.34328 -2.85525 0.74269 -0.0011
H 1.92320 -3.08460 -1.50466 0.0000
H 0.66518 -3.66256 -0.38080 0.0001
H 2.34393 -4.19570 -0.17957 -0.0001
H 2.44157 -2.10698 3.00769 0.0000
H 2.80154 -3.62276 2.17170 0.0001
H 1.12340 -3.18966 2.50258 0.0000
H -1.65347 0.80947 -4.14392 -0.0012
H -0.93450 1.89775 -2.95369 0.0001
H -2.39168 0.96868 -2.49853 0.0001
H 0.12970 -0.41145 -4.88979 -0.0018
H 1.38819 -1.42990 -4.06634 0.0000
H 1.52930 0.34450 -4.04347 -0.0001
H -1.56349 -1.84424 -3.85149 -0.0028
H -2.17176 -1.79314 -2.12965 0.0000
H -0.68516 -2.77290 -2.52505 0.0000
H -2.08794 -1.63160 3.64249 -0.0053
H -0.66927 -0.53003 3.64338 -0.0010
H -0.43678 -2.30636 3.56352 0.0000
H -2.41921 -3.44649 1.58792 -0.0069
H -0.65605 -3.81480 1.44596 0.0000
H -1.61850 -3.33928 -0.02588 -0.0003
H -3.51224 -1.29122 1.82061 -0.0057
H -3.11860 -0.88177 0.12358 0.0001
H -2.79136 0.31906 1.39678 -0.0002
C -3.19074 2.53477 0.54937 -0.0005
C -3.74200 3.11667 -0.59948 0.0000
C -5.06610 3.60987 -0.50982 -0.0001
C -5.76131 3.58910 0.70543 -0.0001
C -5.15974 3.00969 1.83658 -0.0002
C -3.83901 2.50498 1.76853 -0.0004
O -1.85436 1.80783 0.48038 0.0052
H -1.31617 2.33537 -0.13122 0.0046
H -3.18271 3.19755 -1.53885 0.0000
H -5.56119 4.05322 -1.38215 0.0000
H -6.77837 4.00100 0.77221 0.0000
H -5.69863 2.97960 2.79278 0.0000
H -3.33868 2.11297 2.66524 0.0000
Cl 5.58288 -0.03911 -3.13147 -0.0002
C 4.67856 0.86842 -1.97229 -0.0004
C 5.28030 1.95325 -1.33507 -0.0001
C 4.51571 2.63728 -0.39093 -0.0005
C 3.20351 2.23175 -0.13187 0.0003
N 2.58919 1.21893 -0.78786 -0.0077
C 3.35147 0.53287 -1.69429 -0.0010
H 6.29927 2.24000 -1.57072 0.0000
H 4.91879 3.48414 0.15477 -0.0001
H 2.60823 2.76302 0.61219 0.0001
H 2.90006 -0.30148 -2.22041 0.0000
```

Charge = +3
Multiplicity = 6
E_tot = -3361.168848 Ha

(4)
Density functional theory data (wB97M-V/def2-TZVPD) for C22H41ClMnN8PS as an isolated structure at a distorted geometry.

XYZ file:
```
75
Properties=species:S:1:pos:R:3:lowdin_spin:R:1
Mn 0.19110 -0.13861 1.88639 1.0435
N 1.34972 3.57178 3.78260 -0.0005
C 1.82395 2.44232 3.24458 -0.0012
N 0.81551 1.73480 2.78406 -0.0023
C -0.27412 2.48740 3.10163 -0.0003
N 0.00726 3.61584 3.70329 -0.0003
C -1.62667 1.98693 2.82832 -0.0007
C -2.76168 2.58141 3.36109 0.0002
N -3.97331 2.07936 3.15473 -0.0015
C -4.03183 0.98109 2.41162 -0.0004
C -2.89775 0.38384 1.87486 -0.0010
N -1.68254 0.88866 2.08179 -0.0006
H 1.85178 4.31139 4.24674 0.0000
H 2.86953 2.18543 3.18673 -0.0001
H -2.67117 3.47338 3.96923 0.0000
H -5.01201 0.55492 2.23650 0.0000
H -2.94925 -0.50757 1.26350 0.0001
C -0.36288 -3.06090 3.86780 -0.0018
P -0.08575 -1.26760 3.93693 -0.0112
C -1.47932 -0.71125 4.98463 -0.0045
C 1.30395 -1.12139 5.10416 0.0008
H -0.48487 -3.46589 4.87389 -0.0004
H 0.48429 -3.53444 3.37590 -0.0001
H -1.25569 -3.27021 3.27833 -0.0001
H -1.54664 -1.31677 5.88955 -0.0008
H -2.41931 -0.79196 4.43675 -0.0001
H -1.33478 0.33167 5.27394 0.0000
H 1.11049 -1.71939 5.99571 -0.0001
H 1.43121 -0.07819 5.39889 0.0000
H 2.22348 -1.46937 4.63327 0.0000
C -3.53590 -1.60345 -4.09918 0.0000
C -2.52853 -0.74349 -4.85811 0.0000
C -1.07028 -0.96082 -4.45108 0.0000
C -0.67642 -0.32833 -3.11643 -0.0001
N -1.05789 -1.10341 -1.93360 -0.0008
C -0.28851 -1.70828 -1.01719 -0.0015
S -0.97825 -2.03355 0.53916 0.0024
N 0.94087 -2.12735 -1.25707 0.0003
C 1.74070 -2.13962 -2.47633 0.0000
C 2.82461 -1.06579 -2.47231 0.0000
C 3.59016 -1.00095 -3.79209 0.0000
C 2.76729 -0.41548 -4.93661 0.0000
H -4.54324 -1.44876 -4.48577 0.0000
H -3.56401 -1.37628 -3.03158 0.0000
H -3.29837 -2.66397 -4.20403 0.0000
H -2.78043 0.31541 -4.73941 0.0000
H -2.61843 -0.96357 -5.92338 0.0000
H -0.42254 -0.53661 -5.22206 0.0000
H -0.86178 -2.03438 -4.40646 0.0000
H -1.16000 0.64872 -3.02339 0.0000
H 0.39555 -0.15462 -3.08061 0.0000
H -1.99477 -0.96191 -1.59386 0.0001
H 1.40625 -2.47660 -0.42163 0.0000
H 1.08988 -2.05595 -3.34259 0.0000
H 2.21172 -3.12272 -2.53083 0.0000
H 3.51182 -1.27735 -1.64882 0.0000
H 2.36774 -0.09207 -2.25796 0.0000
H 3.93731 -2.00281 -4.06092 0.0000
H 4.48402 -0.39228 -3.64567 0.0000
H 1.91495 -1.04783 -5.19307 0.0000
H 3.36989 -0.30693 -5.83824 0.0000
H 2.38773 0.57637 -4.67271 0.0000
C -0.00310 4.21303 -1.00634 -0.0003
C 0.82594 3.02320 -1.50504 -0.0003
C 0.61881 1.84009 -0.66247 -0.0023
N 0.44410 0.92893 0.00907 -0.0037
H 0.18208 5.07880 -1.63845 0.0000
H 0.26448 4.47097 0.01824 0.0000
H -1.06732 3.98316 -1.03436 0.0000
H 1.89055 3.25797 -1.49927 0.0001
H 0.55399 2.76365 -2.52853 -0.0001
Cl 2.51180 -2.56086 1.69558 0.0014
C 2.17324 -0.75450 1.72427 -0.0144
H 2.69589 -0.36549 0.84825 -0.0010
H 2.73570 -0.43094 2.60548 0.0034
```

Charge = +1
Multiplicity = 2
E_tot = -3651.511208 Ha